{
  "formula": "C17H48F3O11S9",
  "method": "ωB97M-V/def2-TZVPD",
  "total_charge": -1,
  "orbital_gap_ha": 0.305,
  "total_energy_ev": -146594.209,
  "e_homo_ev": -6.487,
  "symbols": ["S", "S", "S", "S", "S", "S", "S", "S", "S", "F", "F", "F", "O", "O", "O", "O", "O", "O", "O", "O", "O", "O", "O", "C", "C", "C", "C", "C", "C", "C", "C", "C", "C", "C", "C", "C", "C", "C", "C", "C", "H", "H", "H", "H", "H", "H", "H", "H", "H", "H", "H", "H", "H", "H", "H", "H", "H", "H", "H", "H", "H", "H", "H", "H", "H", "H", "H", "H", "H", "H", "H", "H", "H", "H", "H", "H", "H", "H", "H", "H", "H", "H", "H", "H", "H", "H", "H", "H"],
  "coordinates": [[2.405875, 2.041273, -1.172375], [0.017875, -0.885727, -0.096375], [-1.248125, -2.102727, 4.706625], [1.583875, 3.849273, 3.853625], [-2.285125, 1.759273, 1.298625], [4.403875, -3.002727, -0.266375], [3.477875, 0.976273, -4.809375], [-3.964125, -2.112727, 0.042625], [-1.210125, -0.906727, -4.094375], [-0.800125, -3.117727, 1.054625], [0.125875, -3.413727, -0.798375], [1.259875, -2.876727, 0.941625], [-1.323125, -0.777727, -0.635375], [3.312875, 3.112273, -1.779375], [-1.611125, -1.784727, 6.201625], [0.291875, -0.249727, 1.117625], [0.923875, 4.602273, 2.680625], [-5.412125, -1.811727, -0.432375], [5.817875, -3.527727, -0.626375], [4.194875, -0.295727, -5.329375], [0.987875, -0.827727, -1.132375], [-1.107125, -1.169727, -5.599375], [-3.428125, 1.437273, 2.277625], [2.736875, 2.049273, 0.568625], [0.391875, -1.534727, 4.569625], [-2.853125, 1.759273, -0.349375], [-1.127125, -2.528727, -3.419375], [0.151875, -2.670727, 0.275625], [0.661875, 2.566273, -1.167375], [-1.901125, 3.528273, 1.563625], [-4.407125, -2.210727, 1.785625], [0.847875, 4.323273, 5.396625], [0.809875, 2.238273, 3.863625], [4.696875, -1.283727, -0.076375], [-2.926125, -0.597727, -3.683375], [-1.967125, -0.748727, 3.885625], [1.850875, 0.432273, -4.229375], [2.950875, 1.820273, -6.234375], [3.512875, -2.962727, -1.798375], [-3.775125, -3.883727, -0.138375], [1.158875, 1.674273, 4.756625], [0.447875, -0.560727, 5.021625], [2.559875, 3.059273, 0.978625], [-2.097125, 2.127273, -1.078375], [-3.516125, -1.380727, -4.190375], [-1.854125, -0.685727, 2.788625], [-2.992125, -0.933727, 4.116625], [-3.253125, 0.693273, -0.553375], [2.121875, 1.344273, 1.115625], [-3.551125, -2.252727, 2.510625], [2.386875, 1.143273, -6.907375], [1.377875, 0.042273, -5.067375], [-3.122125, -0.602727, -2.587375], [1.011875, -2.130727, 5.235625], [-0.997125, 3.784273, 1.013625], [3.489875, -3.916727, -2.276375], [2.512875, -2.674727, -1.576375], [1.001875, 1.716273, 2.926625], [1.399875, 5.205273, 5.748625], [3.791875, -0.727727, -0.320375], [0.511875, 3.597273, -0.756375], [0.123875, 2.408273, -2.122375], [2.492875, 2.775273, -5.920375], [-5.186125, -2.933727, 1.862625], [-0.205125, 2.401273, 3.863625], [4.900875, -1.122727, 0.969625], [-0.180125, 4.520273, 5.267625], [-3.471125, -4.071727, -1.145375], [-2.727125, 4.163273, 1.343625], [-1.698125, 3.740273, 2.627625], [-3.037125, -4.318727, 0.473625], [-0.144125, -2.905727, -3.511375], [5.470875, -0.879727, -0.677375], [-4.785125, -4.322727, 0.001625], [-1.653125, 0.244273, 4.270625], [-4.802125, -1.202727, 2.055625], [1.997875, -0.294727, -3.473375], [3.816875, 1.887273, 0.786625], [-1.482125, -2.772727, -2.428375], [3.808875, 2.251273, -6.840375], [-1.647125, -3.093727, -4.236375], [3.879875, -2.158727, -2.500375], [-3.305125, 0.297273, -4.261375], [0.729875, -1.431727, 3.509625], [-3.723125, 2.396273, -0.685375], [0.134875, 1.901273, -0.534375], [1.006875, 3.538273, 6.139625], [1.222875, 1.254273, -3.950375]],
  "forces_ev_per_a": [[1.188, 0.384, -1.656], [-1.975, -2.750, -2.984], [-0.571, 0.654, 3.150], [-0.383, 0.309, -2.151], [-0.559, 0.402, 2.542], [2.975, -1.340, -1.129], [1.790, -2.229, 0.361], [-3.136, 0.284, 0.749], [0.471, 0.671, -0.991], [-2.029, -0.443, 1.294], [0.298, -0.839, -1.442], [1.970, -0.439, 0.500], [-0.287, 0.389, 0.512], [-1.393, -0.796, 0.787], [0.594, -0.979, -2.468], [0.709, 1.701, 2.980], [0.792, -0.841, 1.954], [2.070, -0.347, -0.475], [-1.922, 0.233, 0.754], [-1.195, 1.714, 0.803], [1.986, 0.771, -1.107], [-0.376, 0.438, 1.581], [1.074, 0.357, -1.490], [0.531, 1.266, 1.340], [1.593, 0.209, -0.500], [-2.396, -0.282, -2.662], [-1.077, -1.574, -1.286], [-0.236, 1.355, 0.503], [-0.128, 1.256, -0.004], [0.408, -0.409, 0.510], [1.674, 2.283, 1.371], [1.431, 0.588, 0.812], [2.203, -0.859, 0.026], [-1.581, 0.964, 0.718], [-1.428, 0.109, -1.096], [-0.288, 1.324, -1.233], [1.014, 1.073, -0.436], [0.466, 1.650, -1.972], [0.208, 1.771, -0.992], [-1.439, -0.040, -0.860], [-0.267, 0.263, -0.732], [-0.377, 0.633, 0.139], [-0.231, -0.193, -0.260], [0.074, -0.965, 0.707], [0.257, -0.189, 0.482], [0.144, -0.480, 0.430], [-0.967, 0.494, -0.001], [1.262, 1.617, 0.215], [-0.092, -0.335, -0.207], [-0.653, -0.893, -0.861], [-0.072, 0.614, 0.500], [-0.834, -1.266, -1.594], [0.297, 0.252, -0.847], [0.245, -0.465, -0.512], [-0.099, 0.066, -0.081], [0.319, -0.704, -0.139], [-0.998, 0.203, 0.309], [0.402, -0.073, 0.139], [-0.421, -0.057, -0.105], [-0.296, -0.009, 0.077], [0.366, -0.699, -0.566], [0.947, 0.366, 0.080], [-0.670, -0.683, -0.094], [-0.320, -0.662, 0.246], [-2.529, 0.344, 0.402], [0.252, 0.122, 0.370], [-1.235, 0.277, -0.156], [0.106, -0.090, -0.863], [-0.771, 0.354, -0.673], [0.092, -0.690, -0.405], [0.814, -0.286, 1.114], [1.400, 0.051, 0.076], [0.939, -0.207, -0.742], [0.627, 0.250, 0.099], [-0.119, -0.832, 0.206], [-0.024, -0.618, -0.618], [0.038, -0.485, 0.877], [-0.708, -0.300, -0.683], [-0.346, 0.569, 0.106], [-0.472, -1.068, 0.902], [-0.093, 0.209, 0.881], [0.094, -0.999, 0.671], [0.809, -0.448, 1.124], [-0.134, -0.503, 0.788], [0.494, -0.205, 1.328], [-0.262, -0.856, 1.069], [-0.026, -0.028, -0.191], [-0.009, 0.614, 0.676]],
  "lowdin_charge": [0.81, 0.36, 0.85, 0.85, 0.82, 0.85, 0.83, 0.84, 0.81, 0.13, 0.15, 0.14, -0.37, -0.57, -0.57, -0.30, -0.56, -0.58, -0.59, -0.58, -0.31, -0.56, -0.55, -0.27, -0.29, -0.31, -0.27, -0.75, -0.24, -0.23, -0.25, -0.28, -0.26, -0.27, -0.26, -0.33, -0.27, -0.32, -0.26, -0.26, 0.07, 0.03, 0.05, 0.05, 0.06, 0.04, 0.03, 0.05, 0.02, 0.04, 0.07, 0.01, 0.04, 0.05, 0.03, 0.05, 0.00, 0.04, 0.05, 0.03, 0.08, 0.06, 0.06, 0.04, 0.01, 0.05, 0.04, 0.03, 0.04, 0.04, 0.03, 0.04, 0.06, 0.07, 0.07, 0.06, 0.02, 0.07, 0.03, 0.07, 0.07, 0.09, 0.07, 0.07, 0.08, -0.02, 0.06, 0.04]
}